No. 1
111
Properties=species:S:1:pos:R:3:mulliken_charge:R:1 method="wB97M-V/def2-TZVPD" e_homo_ha="-0.3539 / -0.3882" charge=+1 multiplicity=3 total_energy_ha=-2749.638259
C 1.172 -5.907 -0.861 -1.26
N 0.148 -4.859 -0.997 0.22
C -0.877 -5.230 -1.983 -1.21
B -0.400 -4.472 0.261 0.78
O -0.575 -5.376 1.260 -0.52
N -0.904 -3.081 0.538 0.57
N -2.173 -2.965 1.038 -0.54
C -2.442 -1.680 1.241 0.55
C -3.719 -1.145 1.777 -0.68
O -4.834 -1.701 1.135 -0.26
C -5.004 -1.172 -0.187 -0.35
O -6.167 -1.659 -0.712 -0.40
C -6.128 -3.052 -1.031 -0.17
C -7.289 -3.768 -0.350 -0.20
O -6.955 -5.059 0.119 -0.50
N -1.405 -0.936 0.908 -0.45
C -0.459 -1.780 0.492 -0.18
N 0.741 -1.394 0.091 0.76
C 1.808 -2.257 -0.395 -1.25
C 2.557 -2.964 0.750 0.03
C 3.713 -2.131 1.303 -1.27
I 5.514 -3.246 1.509 0.07
C 0.982 0.029 0.130 -1.24
O 1.176 0.368 1.504 -0.46
C 1.686 1.615 1.732 0.92
F 1.241 2.520 0.829 -0.27
F 1.312 2.005 2.966 -0.27
F 3.035 1.605 1.669 -0.28
H 1.706 -5.784 0.071 0.48
H 1.905 -5.837 -1.656 0.29
H 0.728 -6.899 -0.841 0.39
H -1.458 -4.361 -2.272 0.37
H -0.372 -5.554 -2.885 0.36
H -1.520 -6.043 -1.651 0.34
H -0.546 -4.978 2.135 0.32
H -2.802 -3.732 1.210 0.33
H -3.809 -1.350 2.836 0.30
H -3.681 -0.063 1.675 0.36
H -4.154 -1.454 -0.820 0.39
H -5.078 -0.094 -0.107 0.32
H -6.214 -3.122 -2.111 0.34
H -5.175 -3.506 -0.760 -0.05
H -8.116 -3.856 -1.040 0.30
H -7.607 -3.147 0.484 0.24
H -6.016 -5.100 0.280 0.29
H 1.428 -2.956 -1.128 -0.18
H 2.539 -1.659 -0.914 1.10
H 1.840 -3.154 1.545 -0.06
H 2.891 -3.925 0.386 0.50
H 3.430 -1.715 2.258 0.48
H 3.927 -1.286 0.665 0.38
H 1.859 0.270 -0.455 0.84
H 0.143 0.562 -0.292 0.41
C 2.186 8.446 4.647 -1.76
C 1.763 7.596 5.862 1.64
C 2.975 6.849 6.413 -1.31
C 3.450 5.733 5.483 -0.68
C 2.307 4.771 5.156 -0.96
C 1.024 5.455 4.671 1.83
N 0.673 6.639 5.508 0.48
O 0.054 6.255 6.577 -0.60
C 1.161 5.867 3.193 -1.54
C -0.115 4.441 4.702 -1.62
C 1.251 8.596 6.893 -1.82
H 2.779 9.294 4.987 0.47
H 2.814 7.916 3.935 0.29
H 1.315 8.837 4.120 0.36
H 2.727 6.417 7.387 0.38
H 3.785 7.559 6.588 0.40
H 3.873 6.148 4.564 0.30
H 4.259 5.180 5.964 0.43
H 2.633 4.055 4.399 0.09
H 2.081 4.189 6.055 0.49
H 0.286 6.433 2.871 0.38
H 1.229 4.978 2.564 0.25
H 2.047 6.459 2.977 0.27
H -0.229 3.980 5.681 0.39
H 0.081 3.645 3.993 0.21
H -1.064 4.908 4.432 0.46
H 0.373 9.125 6.520 0.44
H 2.026 9.332 7.100 0.42
H 0.988 8.122 7.837 0.38
C 1.407 -0.820 -7.188 -1.61
C 1.578 -1.824 -6.031 1.68
C 1.035 -3.188 -6.449 -1.26
C -0.488 -3.206 -6.567 -0.72
C -1.141 -2.723 -5.273 -0.73
C -0.596 -1.392 -4.746 2.17
N 0.897 -1.347 -4.788 0.22
O 1.378 -1.951 -3.752 -0.36
C -1.191 -0.212 -5.537 -1.92
C -1.083 -1.200 -3.311 -1.83
C 3.082 -1.910 -5.791 -1.96
H 2.115 -1.057 -7.981 0.46
H 0.426 -0.847 -7.654 0.30
H 1.608 0.199 -6.857 0.36
H 1.343 -3.943 -5.718 0.33
H 1.486 -3.477 -7.399 0.39
H -0.819 -2.596 -7.411 0.37
H -0.823 -4.221 -6.783 0.43
H -2.220 -2.628 -5.418 0.46
H -0.998 -3.495 -4.508 -0.26
H -0.736 0.728 -5.223 0.41
H -2.262 -0.140 -5.351 0.46
H -1.078 -0.301 -6.613 0.31
H -0.827 -2.050 -2.674 -0.07
H -2.168 -1.103 -3.310 0.52
H -0.660 -0.296 -2.868 0.57
H 3.481 -0.946 -5.475 0.45
H 3.580 -2.193 -6.716 0.46
H 3.342 -2.653 -5.040 0.30

---

No. 2
109
Properties=species:S:1:pos:R:3:mulliken_charge:R:1 method="wB97M-V/def2-TZVPD" e_homo_ha=-0.4143 charge=+1 total_energy_ha=-3273.089395
C -4.059 -2.095 1.546 -0.98
C -3.162 -1.520 0.464 -0.49
C -2.937 0.079 0.467 0.15
C -1.455 0.626 -0.087 0.83
C -1.900 2.169 -0.563 -1.19
C -2.417 3.091 0.735 0.35
C -3.966 3.603 0.457 0.10
N -5.066 2.695 1.044 -0.58
O -4.285 4.740 -0.197 -0.52
N -0.502 0.579 1.074 1.24
C 0.603 1.592 1.150 -0.67
O 0.985 1.816 2.590 -0.15
C 2.326 2.417 2.653 0.08
C 2.810 2.270 4.247 -0.51
O 3.843 1.241 4.447 -0.42
C 3.288 0.009 5.049 0.40
C 3.915 -1.379 4.404 -0.65
O 2.907 -2.256 3.773 -0.09
C 2.963 -3.620 4.336 -0.47
C 2.001 -4.713 3.568 -0.72
C 0.118 -0.784 1.358 -0.33
C -0.447 -1.480 2.774 -0.64
O -0.284 -0.570 3.958 0.01
C -1.042 -1.083 5.112 -0.64
C -1.876 0.177 5.830 -0.13
C -2.738 -0.534 7.071 -0.92
C 0.218 -1.827 0.125 0.22
S 2.071 -2.106 -0.290 -0.20
S -0.362 -3.605 0.555 -0.17
O -0.408 -1.546 -1.132 0.10
C -0.874 -0.192 -1.369 -2.40
I 0.872 0.806 -2.356 0.15
B -1.917 -0.327 -2.667 1.01
O -3.323 0.059 -2.720 -0.56
C -1.281 -1.029 -4.052 -0.21
C -1.234 0.034 -5.299 -0.77
H -3.678 -3.088 2.051 0.24
H -5.067 -1.553 1.799 0.26
H -2.771 -2.293 -0.322 0.37
H -3.194 0.477 1.549 0.10
H -3.792 0.555 -0.219 0.23
H -2.806 2.180 -1.302 0.71
H -1.015 2.783 -1.019 0.30
H -2.423 2.504 1.744 -0.08
H -1.753 4.081 0.787 0.37
H -5.434 2.048 0.307 0.32
H -4.649 2.139 1.849 0.33
H -1.099 0.788 1.932 0.82
H 0.380 2.672 0.775 -0.02
H 1.607 1.274 0.586 0.39
H 2.293 3.587 2.441 0.12
H 3.137 1.849 2.030 0.26
H 1.870 2.111 4.964 0.20
H 3.257 3.328 4.572 0.31
H 2.108 -0.062 4.896 -0.30
H 3.458 -0.055 6.228 0.23
H 4.393 -2.015 5.288 0.38
H 4.720 -1.083 3.605 0.23
H 4.043 -4.086 4.371 0.36
H 2.531 -3.532 5.446 0.31
H 2.044 -5.792 4.076 0.35
H 0.859 -4.389 3.653 0.11
H 2.229 -4.846 2.427 0.18
H 1.259 -0.575 1.661 0.16
H 0.301 -2.373 3.041 -0.24
H -1.520 -1.923 2.674 0.30
H -1.779 -1.952 4.843 0.28
H -0.273 -1.456 5.937 0.25
H -1.056 0.885 6.283 0.25
H -2.554 0.744 5.063 0.13
H -3.196 0.266 7.815 0.33
H -1.947 -1.245 7.610 0.25
H -3.566 -1.198 6.542 0.24
H 2.715 -2.579 0.898 0.12
H 0.465 -4.455 -0.197 0.23
H -3.886 -0.759 -2.947 0.34
H -2.086 -1.857 -4.354 0.16
H -0.286 -1.612 -3.853 0.22
H -0.360 -0.157 -6.073 0.16
H -2.239 -0.128 -5.922 0.23
H -1.274 1.177 -4.962 0.28
O 4.033 2.414 -0.021 -0.58
C 3.996 3.526 -0.542 0.88
O 4.002 4.642 0.218 -0.37
C 4.128 5.982 -0.293 -0.42
C 2.782 6.516 -0.745 -0.96
C 3.853 3.664 -2.032 -0.99
H 4.888 6.033 -1.078 0.38
H 4.497 6.596 0.535 0.34
H 2.363 5.921 -1.559 0.25
H 2.873 7.552 -1.085 0.38
H 2.060 6.477 0.077 0.28
H 2.802 3.533 -2.304 0.15
H 4.450 2.880 -2.511 0.31
H 4.218 4.610 -2.427 0.38
O -2.355 -3.500 -6.303 -0.57
C -1.645 -3.553 -7.304 0.79
O -1.344 -2.431 -7.993 -0.33
C -0.394 -2.362 -9.072 -0.39
C -1.034 -2.776 -10.383 -1.03
C -1.171 -4.878 -7.832 -1.07
H 0.507 -2.937 -8.840 0.36
H -0.081 -1.314 -9.142 0.32
H -1.381 -3.812 -10.354 0.28
H -0.323 -2.674 -11.209 0.37
H -1.911 -2.156 -10.593 0.32
H -1.973 -5.339 -8.413 0.28
H -0.926 -5.522 -6.981 0.30
H -0.270 -4.816 -8.438 0.37